# 1
{
  "formula": "C5H6O2",
  "method": "ωB97M-V/def2-TZVPD",
  "elements": ["O", "C", "C", "O", "C", "C", "C", "H", "H", "H", "H", "H", "H"],
  "coordinates": [[1.1411, 1.9133, 0.8665], [0.6663, 1.0035, 0.2412], [1.4364, -0.2354, -0.2882], [0.6008, -0.8066, -1.2616], [-0.6799, -0.5140, -0.8059], [-1.0445, -0.4838, 0.7493], [-0.7998, 0.7603, -0.0764], [1.5596, -0.9639, 0.5280], [2.4058, 0.0007, -0.7215], [-1.4063, -0.7801, -1.5798], [-0.4402, -0.4476, 1.6755], [-1.9562, -1.0234, 0.9480], [-1.4831, 1.5769, -0.2752]],
  "nbo_charge": [-0.511, 0.584, -0.195, -0.488, 0.117, -0.487, -0.383, 0.203, 0.222, 0.224, 0.235, 0.239, 0.241],
  "fmax_ev_per_a": 1.334,
  "e_above_lowest_kcal_mol": 52.16,
  "homo_lumo_gap_ev": 10.329,
  "e_lumo_ev": 0.96,
  "e_tot_ha": -344.518795,
  "e_homo_ev": -9.367
}

=====

# 2
{
  "formula": "C5H6O2",
  "method": "ωB97M-V/def2-TZVPD",
  "elements": ["O", "C", "C", "O", "C", "C", "C", "H", "H", "H", "H", "H", "H"],
  "coordinates": [[-1.5649, 0.1443, -2.5292], [-1.1908, 0.5066, -1.4408], [0.2636, 0.4125, -1.0425], [0.7086, 1.2308, 0.0163], [0.2766, 0.5635, 1.6976], [-0.1787, -0.7991, 1.1551], [0.6759, -0.5074, 0.0153], [-1.8827, 0.9114, -0.6760], [0.9228, 0.4582, -1.9113], [1.3354, 0.4471, 1.9932], [0.1836, -1.6373, 1.7519], [-1.2522, -0.8754, 0.9688], [1.7029, -0.8552, 0.0017]],
  "nbo_charge": [-0.490, 0.412, -0.076, -0.477, -0.095, -0.560, 0.117, 0.133, 0.220, 0.121, 0.248, 0.213, 0.234],
  "fmax_ev_per_a": 0.559,
  "e_above_lowest_kcal_mol": 146.85,
  "homo_lumo_gap_ev": 8.463,
  "e_lumo_ev": 0.40,
  "e_tot_ha": -344.367883,
  "e_homo_ev": -8.067
}

=====

# 3
{
  "formula": "C5H6O2",
  "method": "ωB97M-V/def2-TZVPD",
  "elements": ["C", "C", "C", "O", "C", "C", "O", "H", "H", "H", "H", "H", "H"],
  "coordinates": [[-2.3022, 1.5832, -1.0025], [-1.1531, 1.2981, -0.7746], [0.2147, 0.8251, -0.5071], [1.1904, 1.4950, -0.7557], [0.2547, -0.5917, 0.0752], [1.5996, -0.9215, 0.6937], [-0.7475, -0.7458, 1.0599], [-3.3107, 1.8667, -1.2167], [0.0607, -1.2661, -0.7796], [1.5605, -1.9258, 1.1256], [1.8485, -0.2055, 1.4832], [2.3859, -0.8912, -0.0646], [-1.6014, -0.5205, 0.6632]],
  "nbo_charge": [-0.146, -0.147, 0.502, -0.476, 0.015, -0.620, -0.704, 0.244, 0.180, 0.224, 0.223, 0.227, 0.479],
  "fmax_ev_per_a": 0.650,
  "e_above_lowest_kcal_mol": 52.35,
  "homo_lumo_gap_ev": 10.225,
  "e_lumo_ev": 0.07,
  "e_tot_ha": -344.518482,
  "e_homo_ev": -10.153
}